# 1
108
Properties=species:S:1:pos:R:3:lowdin_charge:R:1 method="wB97M-V/def2-TZVPD" relative_energy_kcal_mol=0.00 homo_energy_ha="-0.3731 / -0.3731" total_charge=+1 orbital_gap_ha="0.2575 / 0.1733" lumo_energy_ha="-0.116 / -0.200" multiplicity=2 s_squared=0.7896
Tl -2.04588 0.23430 1.86275 0.9191
Cl -3.88228 7.86508 0.45122 0.7874
C -3.18777 6.31453 0.46926 -0.6275
C -1.78549 6.18372 0.53058 -0.0656
C -1.22915 4.94173 0.53767 0.0672
C -2.05695 3.74354 0.49822 -0.3359
O -1.52281 2.63058 0.50069 -0.0851
C -3.50909 3.92632 0.42012 -0.0821
C -4.45751 2.79282 0.33885 -0.1463
O -4.15341 1.62013 0.37076 -0.0628
C -4.03227 5.18560 0.41141 -0.0294
H -1.17206 7.07377 0.56630 0.1212
H -0.15623 4.79603 0.56556 0.1413
H -5.51676 3.08506 0.22734 0.1465
H -5.10548 5.32793 0.35383 0.1259
O -5.04565 -0.87741 -0.24057 -0.0611
N -4.13799 -1.61804 0.51275 -0.0522
C -4.53507 -2.81804 0.63524 -0.1029
C -3.82519 -3.87922 1.38586 -0.2018
C -4.66204 -4.87964 1.89025 -0.0362
C -4.15954 -5.95168 2.60364 -0.0588
C -2.78878 -6.05433 2.80127 -0.0566
C -1.95101 -5.08268 2.28218 -0.0858
C -2.44432 -3.98379 1.57650 -0.3176
P -1.22214 -2.78822 0.86999 1.0459
C -0.01484 -2.75514 2.26740 -0.3950
C -0.51351 -2.34507 3.50877 -0.1546
C 0.31579 -2.23464 4.61230 -0.0691
C 1.66533 -2.54327 4.49882 -0.0807
C 2.17028 -2.95654 3.27807 -0.0671
C 1.33677 -3.06134 2.16843 -0.0910
C -0.40789 -3.78212 -0.43164 -0.3502
C 0.71941 -3.24254 -1.05727 -0.1297
C 1.33069 -3.88429 -2.12141 -0.0542
C 0.80541 -5.07964 -2.59409 -0.0688
C -0.33046 -5.61243 -2.00239 -0.0692
C -0.93802 -4.96976 -0.93065 -0.0736
H -4.67221 0.02097 -0.22001 0.0290
H -5.49556 -3.09029 0.19875 0.1354
H -5.72896 -4.80222 1.71663 0.1153
H -4.82941 -6.70607 2.99438 0.1108
H -2.37352 -6.89077 3.34802 0.1112
H -0.88106 -5.18203 2.42207 0.1159
H -1.57696 -2.15625 3.62986 0.0806
H -0.09340 -1.92134 5.56430 0.1114
H 2.31554 -2.46444 5.36035 0.1082
H 3.21947 -3.20782 3.18225 0.1090
H 1.75137 -3.41650 1.23539 0.0914
H 1.13067 -2.29939 -0.71408 0.0378
H 2.20690 -3.44316 -2.58193 0.0996
H 1.27574 -5.59006 -3.42441 0.1074
H -0.75372 -6.53496 -2.37857 0.1082
H -1.82788 -5.40061 -0.49158 0.1024
C 5.14821 -1.93815 -4.59456 -0.0355
C 4.05306 -1.41341 -3.70639 -0.2576
C 2.86216 -0.93525 -4.23365 -0.0080
C 1.84364 -0.43598 -3.42836 -0.2964
C 0.57333 0.02155 -4.10632 -0.0582
C 2.05863 -0.39925 -2.04521 -0.3476
Te 0.42855 0.43449 -0.93961 1.7984
N 0.60068 0.58876 0.99196 -0.3355
C 1.57953 1.27013 1.64404 -0.6056
O 2.58966 1.77824 1.18067 0.0224
C 1.32044 1.40772 3.12404 -0.1582
C 2.32855 1.06500 4.01495 -0.0209
C 2.13038 1.20699 5.38022 -0.0692
C 0.93248 1.71593 5.86549 -0.0797
C -0.06294 2.09831 4.97738 -0.0748
C 0.13307 1.94237 3.61115 -0.0995
C 0.49891 2.37646 -1.83770 -0.2984
C 1.67695 3.13001 -1.93294 -0.2519
C 3.05042 2.59879 -1.62625 -0.0402
C 1.57868 4.43810 -2.40861 -0.0011
C 0.37629 4.99832 -2.81002 -0.2570
C 0.29537 6.42008 -3.29808 -0.0341
C -0.76098 4.20175 -2.76245 -0.0242
C -0.72902 2.89800 -2.28427 -0.3207
C -2.03576 2.13613 -2.33532 -0.0718
C 3.21365 -0.94082 -1.47057 -0.2969
C 3.45774 -1.06355 0.01018 -0.0431
C 4.19553 -1.42648 -2.32626 -0.0111
H 4.86667 -1.88606 -5.64494 0.0780
H 5.37949 -2.97713 -4.35476 0.0863
H 6.06509 -1.36250 -4.45977 0.0879
H 2.70780 -0.95838 -5.30704 0.1232
H 0.48682 -0.45410 -5.08141 0.0878
H 0.56493 1.10272 -4.25811 0.0864
H -0.32396 -0.24965 -3.54422 0.0550
H 3.26632 0.68651 3.62766 0.1227
H 2.91705 0.92857 6.07018 0.1085
H 0.78424 1.83387 6.93119 0.1058
H -0.98483 2.52848 5.34920 0.1065
H -0.61723 2.28553 2.90726 0.0454
H 3.09007 2.04416 -0.68984 0.0392
H 3.76220 3.42000 -1.55913 0.0886
H 3.37913 1.93641 -2.43130 0.0888
H 2.48665 5.02695 -2.47774 0.1214
H 1.26233 6.91648 -3.23921 0.0797
H -0.41970 6.99297 -2.70445 0.0768
H -0.04322 6.45929 -4.33464 0.0885
H -1.70779 4.60596 -3.11004 0.1298
H -2.87114 2.81134 -2.14553 0.0782
H -2.11252 1.32036 -1.62074 0.0259
H -2.18455 1.71883 -3.33386 0.0962
H 2.53949 -1.04521 0.59391 0.0353
H 4.08115 -0.24818 0.37594 0.0928
H 3.97013 -2.00427 0.21637 0.0925
H 5.09703 -1.84350 -1.88790 0.1322

---

# 2
119
Properties=species:S:1:pos:R:3:lowdin_charge:R:1 method="wB97M-V/def2-TZVPD" relative_energy_kcal_mol=71.32 homo_energy_ha="-0.0513 / -0.0513" total_charge=-2 orbital_gap_ha="0.1689 / 0.1732" lumo_energy_ha="0.118 / 0.122"
K 0.08305 -1.60314 -0.18742 0.7866
C -5.73924 3.95575 -0.59329 -0.0799
O -6.08259 2.60533 -0.19142 -0.1352
C -5.10931 1.64117 -0.60213 -0.2730
C -3.74683 1.78363 -0.31523 0.0246
C -2.90091 0.77136 -0.77525 0.0138
C -3.41881 -0.37659 -1.35039 -0.2195
C -4.75911 -0.51808 -1.57810 -0.0105
C -5.63507 0.50985 -1.18078 -0.0155
C -2.61842 -1.44062 -1.92472 -0.1206
C -2.62487 -2.61829 -1.15168 -0.3527
C -2.32697 -3.93818 -1.31624 -0.0772
C -1.91247 -4.39036 -0.01639 -0.0731
C -2.08902 -3.30167 0.87081 -0.3155
N -2.56292 -2.20495 0.17676 0.1011
C -1.83693 -3.24948 2.31542 -0.0019
C -1.07930 -2.19817 2.87913 -0.2856
C -0.55547 -2.13133 4.19448 -0.0468
C 0.22952 -1.03300 4.27001 0.0116
C 0.13138 -0.39543 2.90760 -0.2514
C 0.87899 0.74805 2.46805 -0.0585
C 1.89080 1.33596 3.39571 -0.2219
C 1.64950 1.71004 4.68915 -0.0527
C 2.68600 2.16235 5.56586 -0.0103
C 4.02069 2.14719 5.11411 -0.3101
O 5.06641 2.51806 5.85718 -0.0701
C 4.85543 2.45314 7.23833 -0.1114
C 4.22140 1.82587 3.76034 -0.0012
C 3.23938 1.35189 2.96069 -0.0113
C 0.69743 1.46757 1.22401 -0.2325
N 0.19650 1.02760 0.02225 0.0213
C 0.44511 2.02424 -0.91534 -0.2497
C -0.02309 2.00470 -2.26794 -0.0510
C -0.15306 3.23882 -2.97266 -0.1645
C 0.04485 3.32507 -4.34661 -0.0029
C -0.19785 4.47737 -5.03753 0.0027
C -0.56200 5.61649 -4.34614 -0.2978
O -0.75674 6.74522 -5.11548 -0.0834
C -0.89657 7.93978 -4.37336 -0.1074
C -0.74047 5.65130 -3.00091 -0.0332
C -0.52416 4.45603 -2.31587 -0.0014
C -0.26812 0.67025 -2.89175 -0.2209
C 1.05138 -0.00890 -2.88715 -0.0277
C -1.02501 -2.20463 -3.68415 -0.1999
C -1.75666 -1.15108 -2.96301 -0.1699
N -1.44718 0.22266 -3.07807 0.2101
C 1.04804 3.13003 -0.23800 -0.0429
C 1.12870 2.80971 1.05438 -0.0352
N -0.64556 -1.12512 2.17391 0.0191
C -2.47469 -4.36106 3.21343 -0.1063
C -2.47343 -5.68873 2.78983 -0.0157
C -3.10632 -6.68091 3.51214 -0.0226
C -3.85742 -6.36118 4.57615 -0.2652
O -4.44592 -7.49788 5.22207 -0.1116
C -5.41826 -7.21456 6.20933 -0.1291
C -3.93346 -5.07134 5.06158 -0.0397
C -3.25531 -4.11701 4.37713 -0.0344
H -5.46824 4.09043 -1.59654 0.0728
H -4.96451 4.32227 0.02986 0.0621
H -6.66318 4.48480 -0.36511 0.0833
H -3.34417 2.68813 0.06350 0.0980
H -1.80682 0.83767 -0.57265 0.0981
H -5.24838 -1.38000 -2.04582 0.1242
H -6.71409 0.43530 -1.38238 0.1137
H -2.30219 -4.60034 -2.19281 0.0960
H -1.48098 -5.32476 0.17055 0.0576
H -0.56242 -2.90774 4.95190 0.1049
H 0.90878 -0.70820 5.03543 0.0844
H 0.64097 1.62848 5.05556 0.1075
H 2.44924 2.48375 6.63709 0.1142
H 4.23428 3.28055 7.61663 0.0892
H 5.82328 2.48847 7.71954 0.0872
H 4.30482 1.57422 7.50394 0.0805
H 5.19282 1.94732 3.31928 0.1170
H 3.39565 0.98344 1.99054 0.1144
H 0.52043 2.45604 -4.78146 0.1061
H -0.06871 4.44502 -6.13171 0.1297
H -1.79587 7.86991 -3.73542 0.0909
H -0.97649 8.72624 -5.04277 0.0610
H -0.07320 8.13900 -3.68288 0.0977
H -1.04770 6.53622 -2.47869 0.0913
H -0.60182 4.38158 -1.20092 0.1148
H 1.71633 -0.00810 -1.99765 0.1298
H -0.93224 -3.22373 -3.15096 0.1242
H 1.27914 4.09098 -0.67258 0.1068
H 1.45243 3.48265 1.84982 0.1194
H -2.06127 -5.98548 1.85894 0.0782
H -3.05014 -7.66934 3.16484 0.1060
H -6.22745 -6.57732 5.85069 0.0875
H -5.00361 -6.74142 7.10772 0.0838
H -5.85307 -8.17473 6.50000 0.0839
H -4.61910 -4.89537 5.89907 0.1073
H -3.41117 -3.09480 4.69286 0.1159
N 5.74617 -1.25973 -3.84900 0.0428
N 4.76573 -1.67929 -4.80659 -0.0624
C 3.42628 -1.33651 -4.74365 -0.4285
N 2.75117 -1.90962 -5.73631 0.1655
N 3.04380 -0.52067 -3.77439 0.1472
N 1.74935 -0.07047 -4.00508 -0.2886
O 1.33158 0.23878 -5.14869 -0.0466
O -0.37498 -2.02608 -4.70135 0.0025
H 1.58140 -3.56884 1.16766 0.0610
H 5.36851 -1.60056 -2.99153 0.0477
H 5.02558 -2.52546 -5.33086 0.1252
H 3.08079 -2.74317 -6.18699 0.1004
H 1.76662 -1.78399 -5.82646 0.0686
C 1.80507 -4.36545 0.35020 -0.0232
H 1.11993 -4.15886 -0.49120 0.0095
H 1.49178 -5.24477 0.58294 -0.0645
H 2.87548 -4.34148 0.10112 0.0384
N 7.83726 2.95158 -3.75154 -0.0772
N 6.79318 2.38400 -3.11073 -0.4182
N 5.58834 2.82838 -3.50464 0.0366
C 4.77129 2.08257 -2.69281 -0.3409
N 5.41235 1.30077 -1.85427 -0.0901
N 6.74079 1.44037 -2.13999 -0.0403
H 5.68604 -0.21204 -3.83908 0.0649
H 8.67387 2.48231 -3.45845 -0.0699
H 3.69621 2.11226 -2.72859 0.0602